{"formula": "C3H13NO3", "method": "ωB97M-V/def2-TZVPD", "elements": ["C", "O", "C", "C", "N", "H", "H", "H", "H", "H", "H", "H", "H", "H", "H", "H", "O", "H", "H", "O"], "xyz": [[0.45, 0.18, -0.36], [-0.84, -0.16, 0.18], [0.58, 1.25, -1.47], [1.81, 1.05, -2.38], [0.70, 2.60, -0.87], [0.87, -0.79, -0.71], [1.06, 0.59, 0.48], [-1.36, 0.70, 0.07], [-0.34, 1.20, -2.08], [2.46, 1.93, -2.32], [2.50, 0.23, -2.06], [1.55, 0.77, -3.45], [0.07, 3.31, -1.02], [1.59, 2.94, -0.76], [-2.57, -3.42, 1.15], [-2.01, -2.12, 0.94], [-2.25, -2.70, 1.56], [-0.60, -2.32, 2.58], [-0.30, -1.03, 2.11], [-0.02, -1.53, 2.81]], "charge": 1, "homo_ha": [-0.4886, -0.4885], "s_squared": 0.754, "e_tot_ev": -10943.630, "e_above_lowest_ev": 3.173, "fmax_ha_per_bohr": 0.1264, "spin_multiplicity": 2}